Entry 1:
Here is a cluster of 10 separate species, C37H61F3O20 in total at a distorted geometry from OMol25. Energies are from the ωB97M-V functional and the def2-TZVPD basis.

Atoms and positions in Å:
O -3.1423 3.8489 0.3027
C -3.1726 4.6546 1.1945
O -3.4106 4.4002 2.4800
C -3.5542 5.6131 3.2252
C -2.9385 6.6123 2.2668
F -1.6034 6.9304 2.5536
O -3.0669 6.0080 1.0147
H -4.6264 5.7572 3.3615
H -3.0017 5.4987 4.1324
H -3.4262 7.5679 2.2526
O 1.9987 2.7598 4.2168
C 2.8257 2.8376 3.3654
O 2.5775 2.9564 2.0385
C 3.8040 3.0913 1.2897
C 4.8529 3.2296 2.3971
F 5.1228 4.6075 2.5211
O 4.1666 2.8366 3.6025
H 3.9434 2.1857 0.7092
H 3.7527 4.0266 0.7781
H 5.8074 2.6879 2.3774
O -3.6032 -2.0789 4.0970
C -3.2924 -0.9271 4.0668
O -3.9117 0.1083 3.4726
C -3.2932 1.3973 3.6487
C -2.1057 0.9742 4.5141
F -2.2347 1.4792 5.8324
O -2.1281 -0.3760 4.5709
H -3.0143 1.8322 2.6191
H -4.0149 1.9896 4.2105
H -1.0891 1.2179 4.2063
C 0.4434 3.6224 -0.8987
C -0.6255 3.9007 -1.9715
C -0.2056 4.5794 -3.2794
O -0.4321 3.5606 -4.2743
C -0.9254 2.4573 -3.7011
O -1.1478 1.4319 -4.2742
O -1.1134 2.6168 -2.4093
H 1.1834 2.9925 -1.3386
H -0.0345 3.1131 -0.0785
H 0.9804 4.5024 -0.5322
H -1.5235 4.3074 -1.5460
H 0.8693 4.8153 -3.2577
H -0.7357 5.4819 -3.5474
C 0.9442 -0.8764 -4.2991
C 2.1302 -0.0514 -4.6000
C 1.9371 1.3750 -4.8768
O 2.0758 2.0015 -3.6078
C 2.6062 1.1009 -2.6982
O 2.7224 1.3365 -1.5650
O 2.8808 -0.0126 -3.3680
H 0.2647 -0.7019 -5.1663
H 0.4015 -0.6219 -3.3787
H 1.2501 -1.9280 -4.3076
H 2.7203 -0.5162 -5.3764
H 0.9743 1.5320 -5.3885
H 2.6701 1.8194 -5.5334
C 2.2028 -3.7538 -2.2090
C 1.8203 -5.0373 -2.9174
C 0.8482 -5.6760 -1.9665
O 0.1659 -4.6416 -1.2072
C 0.9036 -3.4077 -1.4687
H 2.5747 -2.9842 -2.8889
H 2.8767 -3.9469 -1.3929
H 2.6222 -5.7469 -3.0777
H 1.3905 -4.7618 -3.8755
H 1.4654 -6.2507 -1.2673
H 0.0466 -6.3157 -2.4142
H 1.0552 -2.8833 -0.5175
H 0.2437 -2.8202 -2.0682
C 3.9026 -1.9857 1.2034
C 3.2430 -1.6461 2.5523
C 4.1626 -0.5014 3.0043
O 4.3959 0.2726 1.8010
C 4.4264 -0.6217 0.6649
H 3.1482 -2.4129 0.5207
H 4.6432 -2.7364 1.4491
H 3.3150 -2.4256 3.3028
H 2.2075 -1.3553 2.4382
H 5.1314 -0.8075 3.4578
H 3.6145 0.1305 3.7168
H 5.4574 -0.7401 0.2903
H 3.8306 -0.1567 -0.1049
C -2.2548 -4.3298 1.4202
C -1.5227 -3.0080 1.3594
C -0.3776 -3.2596 2.2922
O -1.0254 -3.9145 3.4313
C -2.0729 -4.7492 2.9005
H -1.7049 -5.0376 0.7853
H -3.3130 -4.3426 1.1741
H -2.1386 -2.1836 1.7136
H -1.1988 -2.8242 0.3451
H 0.0406 -2.3851 2.7588
H 0.4102 -3.8219 1.7669
H -2.9644 -4.4427 3.4292
H -1.8435 -5.8039 2.9788
C -4.2576 -2.2448 -1.7237
C -4.1587 -1.0228 -2.6594
C -2.6660 -0.9358 -2.9816
O -2.0180 -1.9962 -2.2370
C -3.0021 -3.0251 -2.0788
H -5.1732 -2.8486 -1.8527
H -4.2911 -2.0197 -0.6485
H -4.3854 -0.1304 -2.0591
H -4.8044 -1.0148 -3.5098
H -2.2708 0.0217 -2.6599
H -2.4465 -1.1761 -4.0188
H -2.5546 -3.7121 -1.3618
H -3.2399 -3.6315 -2.9637
C -0.2753 -0.1744 -0.5925
C 0.7990 -0.2666 0.4684
C 0.2395 0.6635 1.5870
O -1.1768 0.4213 1.4818
C -1.5559 0.2150 0.0878
H -0.3840 -1.1344 -1.0627
H -0.0465 0.5034 -1.4224
H 1.7979 0.1211 0.2429
H 0.8018 -1.3286 0.7758
H 0.5621 1.7068 1.4542
H 0.5166 0.2635 2.5950
H -1.9890 1.0900 -0.3402
H -2.2815 -0.5951 0.0553

The value obtained for the HOMO energy is -0.3264 Eh. The total energy is -3250.8184 Ha. The orbital gap is 0.339 Ha. Its SMILES is O=C1OC[C@@H](F)O1.O=C1OC[C@@H](F)O1.O=C1OC[C@@H](F)O1.C[C@H]1COC(=O)O1.C[C@H]1COC(=O)O1.C1CCOC1.C1CCOC1.C1CCOC1.C1CCOC1.C1CCOC1.

Entry 2:
Here is a cluster of 9 separate species, C37H61FN12O6PS2 in total at a distorted geometry from OMol25. Energies are from the ωB97M-V functional and the def2-TZVPD basis.

Atoms and positions in Å:
C 5.8203 1.5303 2.2319
C 5.0579 1.8228 0.9334
P 3.6460 0.6715 1.0109
C 2.8061 1.0695 2.5830
C 2.3579 1.1370 -0.2897
C 2.6540 2.3369 -1.1519
O 2.8589 3.5236 -0.3432
C 3.7493 4.3175 -0.8409
N 4.7668 4.8846 -1.1253
C 1.5167 2.6259 -2.1247
N 0.6745 1.4310 -2.4067
S -0.7083 1.3741 -1.3477
C -2.1352 1.1511 -2.4159
C -3.2629 1.9667 -1.8183
O -3.1717 3.2006 -1.6906
O -4.3614 1.2549 -1.5000
C -4.8248 1.4426 -0.1515
C -4.5481 0.2570 0.7443
C -4.4330 0.7357 2.1642
O -3.3513 -0.4226 0.3012
C -3.2353 -1.6471 0.8917
O -4.0148 -2.5784 0.6171
C -2.1181 -1.8482 1.8840
S -0.7918 -0.6168 1.9305
C 1.4451 0.3010 -2.3549
N 1.5473 -0.5076 -3.3614
C 0.9201 -0.3693 -4.6752
C 0.3602 -1.6887 -5.1322
C -0.8276 -2.1583 -4.2868
C -0.3889 -3.0809 -3.1480
C -1.4699 -4.0679 -2.7252
O -1.0871 -5.3932 -3.0524
C -0.3770 -6.0072 -2.0092
N 2.1631 0.0069 -1.2267
F 3.4272 -0.4350 -1.6742
H 5.4154 2.1063 3.0436
H 6.8780 1.6346 2.1077
H 5.6257 0.5040 2.4885
H 5.6727 1.5424 0.0968
H 4.8060 2.8677 0.9248
H 2.9353 2.0919 2.8868
H 3.1624 0.3966 3.3384
H 1.7539 0.8867 2.4575
H 1.4240 1.3012 0.2238
H 3.5488 2.1481 -1.7258
H 1.9172 3.0002 -3.0512
H 0.8694 3.3815 -1.7283
H -1.9746 1.4536 -3.4354
H -2.4073 0.1139 -2.4199
H -5.8882 1.5562 -0.1977
H -4.3796 2.3256 0.2729
H -5.3623 -0.4397 0.6504
H -4.3555 -0.0689 2.8672
H -3.5707 1.3687 2.2586
H -5.3296 1.2773 2.4037
H -2.5801 -1.8882 2.8557
H -1.6645 -2.7992 1.6926
H -1.3998 0.4095 1.3489
H 2.1384 -1.3153 -3.2459
H 1.7188 -0.1272 -5.3581
H 0.2006 0.4217 -4.6747
H 1.1151 -2.4543 -5.0610
H -0.0085 -1.5681 -6.1315
H -1.2558 -1.2707 -3.8426
H -1.5967 -2.5905 -4.8944
H 0.4957 -3.6181 -3.4403
H -0.1445 -2.4685 -2.2921
H -1.5882 -4.0091 -1.6585
H -2.4135 -3.8398 -3.1898
H 0.2839 -5.3164 -1.5053
H -1.0491 -6.4329 -1.2748
H 0.2247 -6.7973 -2.4159
C -5.9673 1.8140 6.2490
C -4.7556 1.4568 5.5285
N -3.7919 1.1731 4.9587
H -5.8063 2.7389 6.7970
H -6.7858 1.9549 5.5575
H -6.2244 1.0247 6.9508
C 2.8804 -2.2681 5.9217
C 3.5914 -2.2009 4.6575
N 4.1684 -2.1471 3.6590
H 3.4805 -2.8062 6.6514
H 2.6907 -1.2613 6.2880
H 1.9336 -2.7851 5.7852
C 2.2727 6.8474 1.1738
C 1.3977 7.1582 2.2907
N 0.6997 7.4049 3.1756
H 2.3126 5.7698 1.0340
H 1.8947 7.3136 0.2666
H 3.2755 7.2181 1.3717
C 6.9005 3.2251 6.1925
C 5.5746 2.6507 6.0485
N 4.5251 2.1902 5.9322
H 7.1811 3.7377 5.2755
H 6.9050 3.9355 7.0156
H 7.6212 2.4366 6.3948
C -10.1652 0.6639 4.5211
C -9.5356 1.5794 5.4569
N -9.0356 2.3032 6.2046
H -10.2640 -0.3179 4.9778
H -11.1520 1.0341 4.2541
H -9.5599 0.5811 3.6213
C -2.0308 0.5139 -8.3859
C -2.2755 -0.6600 -7.5650
N -2.4681 -1.6078 -6.9343
H -1.5494 0.2169 -9.3146
H -2.9739 1.0044 -8.6144
H -1.3856 1.2113 -7.8561
C 7.3156 -3.0460 0.9919
C 7.4878 -1.8817 1.8397
N 7.6250 -0.9646 2.5263
H 7.8634 -3.8879 1.4081
H 6.2588 -3.2984 0.9355
H 7.6914 -2.8345 -0.0066
C -2.2577 -6.2953 -5.9691
C -1.3570 -6.0175 -7.0739
N -0.6301 -5.7985 -7.9435
H -2.9182 -5.4447 -5.8145
H -2.8577 -7.1761 -6.1864
H -1.6812 -6.4619 -5.0633

The energy above the lowest of the compared OMol25 structures with the same formula, charge and spin comes out at 0.00 kJ/mol. Its total charge is +1. The value obtained for the HOMO energy is -0.3951 Eh. The total energy is -3792.0513 Ha. The orbital gap is 0.259 Ha.